# 1
{"formula": "C13H17AsINO6S5Sn", "method": "ωB97M-V/def2-TZVPD", "elements": ["Sn", "S", "As", "S", "S", "S", "O", "C", "O", "C", "C", "C", "N", "C", "C", "C", "O", "O", "H", "H", "H", "I", "C", "C", "C", "O", "C", "H", "H", "H", "H", "H", "H", "H", "H", "C", "S", "C", "O", "H", "H", "H", "H", "H", "H"], "coordinates": [[1.700567, -0.970378, -0.959250], [3.675618, 0.239292, 4.532091], [2.709265, -1.163143, 3.333707], [3.628535, -2.421825, 1.962380], [0.618830, -0.601576, 2.813220], [0.897522, -2.094871, 4.330032], [-3.263530, 4.123800, -2.631208], [-2.750100, 3.899199, -1.523133], [-2.905073, 4.470399, -0.426317], [-1.855545, 2.638113, -1.457426], [-1.948308, 1.755757, -0.382256], [-1.116713, 0.657665, -0.320749], [-0.180910, 0.427387, -1.248505], [-0.055594, 1.282275, -2.271061], [-0.895800, 2.369737, -2.429412], [1.126192, 1.030894, -3.205787], [1.231701, 1.677097, -4.232005], [1.955466, 0.129533, -2.786880], [-2.655561, 1.958892, 0.410903], [-1.161340, -0.061998, 0.486895], [-0.782531, 3.011571, -3.290884], [1.735956, -3.401496, -2.645391], [-1.678635, -4.211772, -0.919751], [-0.625858, -4.646241, 0.112788], [-0.288407, -3.356664, 0.845747], [-0.476455, -2.321699, -0.123559], [-1.586269, -2.678772, -0.937260], [-2.683556, -4.529046, -0.635407], [-1.454526, -4.628274, -1.900647], [0.261909, -5.014872, -0.398376], [-0.989330, -5.418230, 0.790885], [0.736431, -3.288193, 1.208901], [-0.966681, -3.175630, 1.690411], [-1.407778, -2.268157, -1.931952], [-2.494540, -2.218585, -0.524922], [1.209425, 2.678738, 2.808096], [2.378618, 2.591950, 1.447643], [1.379521, 3.449785, 0.224678], [2.418747, 1.162397, 1.027393], [1.085982, 3.718399, 3.108646], [1.639412, 2.087910, 3.617238], [0.256155, 2.251961, 2.499586], [1.267671, 4.493955, 0.513502], [0.400897, 2.982289, 0.141648], [1.908609, 3.382417, -0.724261]], "forces_ev_per_a": [[0.1, 0.0, 0.2], [0.0, 0.0, 0.0], [0.0, 0.0, -0.1], [0.0, 0.0, 0.1], [0.0, -0.2, 0.0], [0.0, 0.0, -0.1], [0.2, 0.1, -0.2], [-0.5, -0.5, 0.2], [0.2, 0.1, 0.1], [0.1, 0.2, -0.1], [-0.1, 0.1, 0.0], [0.0, -0.1, -0.1], [0.1, 0.1, 0.0], [0.1, 0.0, 0.0], [-0.1, -0.1, 0.0], [0.0, -0.1, 0.0], [0.0, 0.1, 0.1], [-0.1, 0.1, 0.0], [0.0, 0.0, 0.0], [0.0, 0.0, 0.0], [0.0, 0.0, 0.0], [-0.1, -0.1, -0.2], [-0.1, 0.0, 0.0], [0.1, 0.0, 0.0], [0.0, 0.1, 0.1], [0.1, 0.0, 0.0], [-0.1, 0.1, -0.1], [0.0, 0.0, 0.0], [0.0, 0.0, 0.0], [0.0, 0.0, 0.0], [0.0, 0.0, 0.0], [0.0, 0.0, 0.0], [0.0, 0.0, 0.0], [0.0, 0.0, 0.0], [0.0, 0.0, 0.0], [0.0, 0.1, 0.0], [0.0, 0.3, 0.2], [0.0, 0.0, 0.0], [-0.1, -0.3, -0.3], [0.0, 0.1, 0.0], [0.0, 0.0, 0.0], [0.0, 0.0, 0.0], [0.0, 0.0, 0.0], [0.0, -0.1, 0.0], [0.0, 0.0, 0.0]], "total_charge": -2, "energy_ha": -5750.7144, "homo_ha": -0.1142, "orbital_gap_ev": 7.1}

=====

# 2
{"formula": "C17H18BrNO", "method": "ωB97M-V/def2-TZVPD", "elements": ["C", "H", "H", "H", "C", "C", "C", "C", "C", "C", "C", "H", "H", "N", "H", "C", "H", "H", "C", "C", "O", "C", "C", "C", "C", "C", "C", "H", "H", "Br", "H", "H", "H", "H", "H", "H", "H", "H"], "coordinates": [[-0.986462, 4.278334, 1.293053], [-0.661269, 5.315800, 1.262875], [-1.250349, 4.025079, 2.317507], [-1.876008, 4.174388, 0.675940], [0.121441, 3.353342, 0.785918], [-0.324646, 1.919604, 0.824964], [-1.000653, 1.355727, -0.249188], [-1.429995, 0.044987, -0.219171], [-1.184136, -0.757534, 0.895778], [-0.539229, -0.180777, 1.989694], [-0.119247, 1.133416, 1.951053], [0.390512, 1.552166, 2.807364], [-0.356043, -0.780068, 2.871001], [-1.633952, -2.072549, 0.962668], [-1.394586, -2.514716, 1.842313], [-1.464990, -2.965429, -0.157346], [-2.260469, -3.717668, -0.123499], [-1.578874, -2.391135, -1.075830], [-0.104393, -3.701246, -0.156023], [1.057694, -2.779909, 0.155095], [1.742562, -2.955970, 1.138344], [1.284657, -1.620382, -0.743039], [0.837141, -1.560366, -2.061119], [1.015723, -0.410867, -2.806215], [1.643290, 0.681101, -2.229232], [2.137965, 0.629252, -0.936546], [1.963624, -0.525964, -0.205397], [2.326949, -0.592926, 0.808388], [2.640309, 1.482745, -0.509238], [1.818858, 2.287210, -3.226869], [0.662587, -0.356936, -3.824840], [0.358538, -2.410804, -2.521792], [-0.110530, -4.478319, 0.611912], [0.048874, -4.177905, -1.125121], [-1.966753, -0.352306, -1.067675], [-1.195970, 1.955236, -1.127592], [1.008773, 3.482000, 1.409871], [0.379055, 3.633391, -0.238007]], "forces_ev_per_a": [[0.2, 0.0, -0.1], [0.0, 0.1, 0.0], [-0.1, 0.0, 0.1], [-0.1, 0.0, 0.0], [-0.2, 0.1, 0.1], [0.1, 0.1, 0.0], [0.0, 0.0, 0.1], [-0.1, -0.1, 0.0], [-0.1, 0.5, 0.2], [-0.1, -0.2, -0.1], [-0.1, 0.1, -0.1], [0.1, 0.0, 0.1], [0.1, -0.1, 0.1], [-0.1, -0.3, 0.4], [0.0, 0.1, -0.1], [0.1, -0.3, -0.2], [0.1, 0.1, -0.2], [-0.1, -0.1, 0.0], [-0.2, 0.0, 0.1], [-0.2, -0.3, 0.0], [0.0, 0.0, 0.0], [0.4, 0.4, -0.2], [0.1, -0.1, 0.3], [0.0, 0.2, -0.1], [0.0, 0.0, -0.1], [0.0, 0.0, -0.2], [-0.1, -0.2, -0.1], [0.0, 0.0, 0.1], [0.0, 0.1, 0.0], [0.0, -0.1, 0.1], [0.0, 0.0, -0.1], [-0.1, -0.1, 0.0], [0.1, 0.0, -0.1], [0.0, -0.1, -0.1], [0.0, 0.0, -0.1], [0.0, 0.1, -0.1], [0.1, 0.0, -0.1], [0.1, 0.0, 0.0]], "de_lowest_kcal_mol": 12.84, "energy_ha": -3362.6233, "homo_ha": -0.2842, "orbital_gap_ev": 7.8}

=====

# 3
{"formula": "C21H33Cl12F3O9", "method": "ωB97M-V/def2-TZVPD", "elements": ["C", "C", "O", "C", "O", "O", "F", "H", "H", "H", "C", "C", "O", "C", "O", "O", "F", "H", "H", "H", "C", "C", "O", "C", "O", "O", "F", "H", "H", "H", "Cl", "C", "C", "Cl", "H", "H", "H", "H", "Cl", "C", "C", "Cl", "H", "H", "H", "H", "Cl", "C", "C", "Cl", "H", "H", "H", "H", "Cl", "C", "C", "Cl", "H", "H", "H", "H", "Cl", "C", "C", "Cl", "H", "H", "H", "H", "Cl", "C", "C", "Cl", "H", "H", "H", "H"], "coordinates": [[-21.241987, 40.735597, 24.326898], [-21.471380, 40.347910, 25.794235], [-22.388473, 41.291530, 26.295599], [-22.546951, 42.251423, 25.342428], [-23.246359, 43.196156, 25.509478], [-21.608589, 42.087749, 24.379194], [-20.282331, 40.466362, 26.449546], [-21.780811, 40.157487, 23.575186], [-20.177526, 40.586014, 24.148163], [-21.962646, 39.388537, 25.968498], [-29.769112, 38.780071, 21.670752], [-30.706098, 37.597155, 22.064386], [-29.802736, 36.580646, 22.419726], [-28.533790, 36.913275, 22.186328], [-27.596922, 36.186679, 22.331729], [-28.502018, 38.155587, 21.691269], [-31.435694, 37.113108, 21.023586], [-29.767856, 39.501595, 22.486829], [-29.923599, 39.173073, 20.669239], [-31.388827, 37.786109, 22.896551], [-25.057001, 33.511962, 20.212393], [-26.438676, 34.043613, 20.013410], [-26.962927, 33.168100, 19.061041], [-25.928774, 32.687352, 18.308870], [-26.050838, 32.157364, 17.250571], [-24.779913, 32.895924, 18.946300], [-26.383612, 35.338265, 19.599198], [-24.955034, 32.817223, 21.051260], [-24.253855, 34.193945, 20.494213], [-26.999292, 33.990551, 20.947800], [-28.450752, 39.336966, 24.882248], [-27.064834, 39.995085, 25.845999], [-26.218458, 38.827183, 26.306214], [-24.741340, 39.432835, 27.103031], [-27.362631, 40.690318, 26.628011], [-26.475132, 40.606704, 25.163355], [-25.948803, 38.274551, 25.408955], [-26.849531, 38.240636, 26.971260], [-19.745467, 34.823352, 20.896680], [-19.734323, 36.273654, 21.901043], [-20.115558, 35.913186, 23.324749], [-20.503414, 37.378944, 24.234207], [-20.395523, 37.047076, 21.518493], [-18.730946, 36.699218, 21.898731], [-19.337329, 35.328316, 23.807631], [-21.036772, 35.333279, 23.280543], [-24.490447, 39.445256, 23.160866], [-24.505551, 39.315475, 21.390057], [-24.571278, 37.847557, 21.050585], [-23.040639, 36.943429, 21.246336], [-23.609621, 39.834924, 21.057754], [-25.373750, 39.829056, 20.980227], [-24.659860, 37.718230, 19.971680], [-25.362196, 37.294409, 21.550582], [-23.591643, 33.927219, 23.430424], [-23.925022, 35.256198, 24.544585], [-24.333174, 34.832957, 25.961495], [-23.134210, 33.650046, 26.582697], [-24.700382, 35.862466, 24.072634], [-23.078741, 35.940594, 24.605086], [-25.272511, 34.287652, 26.024940], [-24.430830, 35.690907, 26.623919], [-26.552676, 43.801087, 24.114150], [-26.976818, 42.364619, 23.163316], [-27.474544, 42.867779, 21.818992], [-27.592920, 41.434930, 20.709778], [-27.794484, 41.838532, 23.651696], [-26.107228, 41.729365, 23.025974], [-26.671043, 43.461750, 21.390974], [-28.452086, 43.332492, 21.772329], [-27.248508, 38.024000, 18.606885], [-28.934976, 37.608641, 18.120945], [-29.366147, 38.293036, 16.832041], [-29.578214, 40.052905, 17.041852], [-29.581674, 37.848821, 18.962151], [-29.041900, 36.528797, 18.017029], [-30.329527, 37.885006, 16.531824], [-28.637212, 38.065049, 16.058032]], "forces_ev_per_a": [[0.7, -0.9, 0.9], [-0.8, -0.7, -0.3], [0.3, -0.4, -0.9], [0.9, 1.4, 1.4], [-0.1, -0.4, -0.7], [-0.9, 0.7, -1.0], [-0.1, -0.2, 0.3], [-0.4, 0.2, 0.3], [0.0, 0.5, -0.2], [0.7, -0.2, 0.1], [-0.4, -1.1, 0.8], [0.5, 0.2, -0.1], [-1.0, -0.6, 0.8], [0.4, 0.2, -0.7], [-0.2, 0.4, 0.1], [1.4, 0.1, -0.2], [-0.1, 0.2, -0.3], [-0.2, 0.4, -0.4], [-0.3, 0.2, 0.2], [0.1, 0.0, -0.2], [1.5, -0.4, 0.5], [0.3, -0.5, 1.7], [-0.5, 0.8, -0.2], [0.0, -0.4, -0.8], [-0.1, 0.2, 0.5], [0.6, 0.0, 0.4], [-0.4, 0.1, -0.6], [-0.6, -0.6, -0.4], [-0.3, 0.7, -0.7], [-0.4, 0.2, -0.3], [0.2, 0.3, 0.6], [0.8, 0.6, -0.7], [-0.8, 0.3, -0.2], [-0.4, -0.2, -0.1], [-0.5, -0.4, 0.2], [-0.1, -0.1, -0.2], [0.2, -0.3, 0.2], [0.5, -0.3, 0.2], [-0.1, -0.1, -0.2], [0.6, 0.7, 0.6], [-0.6, -0.6, -0.8], [0.2, 0.3, 0.4], [-0.2, -0.3, -0.2], [0.0, -0.1, -0.2], [0.0, 0.2, 0.2], [0.1, -0.1, 0.2], [-0.1, 0.4, 0.7], [0.1, -0.5, 0.1], [0.3, -0.2, -1.5], [0.3, 0.0, 0.7], [0.0, -0.3, -0.2], [-0.1, -0.1, 0.2], [-0.7, 0.3, 0.0], [0.0, 0.2, 0.1], [0.1, -0.1, 0.0], [-0.6, 1.0, 0.6], [0.0, -0.8, -0.6], [0.0, 0.4, 0.3], [-0.3, -0.2, 0.2], [0.3, -0.4, -0.1], [-0.1, 0.1, -0.4], [0.4, 0.1, 0.0], [0.1, 0.0, 0.3], [-1.1, 0.4, -0.4], [1.0, -0.9, -0.6], [-0.2, 0.0, 0.0], [0.3, -0.1, 0.2], [0.0, 0.0, 0.1], [-0.4, 0.4, -0.1], [0.2, 0.2, 0.4], [-0.5, 0.0, -0.3], [-0.2, 0.0, 0.2], [0.1, -0.5, 0.6], [0.2, -0.2, -0.1], [0.0, 0.3, -0.1], [0.5, 0.0, -0.2], [0.0, 0.1, 0.0], [0.0, 0.4, -0.1]], "energy_ha": -7319.1176, "homo_ha": -0.4020, "orbital_gap_ev": 11.1}

=====

# 4
{"formula": "C5H13N2O", "method": "ωB97M-V/def2-TZVPD", "elements": ["C", "O", "C", "C", "C", "C", "N", "N", "H", "H", "H", "H", "H", "H", "H", "H", "H", "H", "H", "H", "H"], "coordinates": [[-1.916870, 1.234546, 1.453509], [-3.108175, 0.542789, 1.102179], [-0.806182, 0.949551, 0.427237], [-0.280506, -0.493394, 0.658484], [0.780216, -0.826949, -0.300902], [1.889600, 0.036891, -0.391684], [2.789362, 0.194096, -1.550591], [0.670399, -1.838415, -1.120070], [-1.678129, 0.788556, 2.415945], [-2.091274, 2.308188, 1.583674], [-3.481567, 0.947529, 0.311373], [-1.233433, 1.063201, -0.564530], [-0.006258, 1.662684, 0.630082], [-1.109647, -1.205800, 0.724089], [0.134745, -0.546151, 1.683332], [2.092825, 0.741072, 0.393189], [3.526594, 0.877388, -1.331127], [3.284110, -0.671562, -1.806099], [2.255220, 0.485822, -2.380467], [-0.165167, -2.398665, -1.276166], [1.529729, -2.301688, -1.405882]], "forces_ev_per_a": [[-0.9, -0.5, 0.0], [0.5, 0.1, -0.3], [-0.1, -0.2, 1.0], [-0.6, 0.7, 0.6], [-1.1, -0.7, -0.1], [0.9, 0.7, 0.3], [-0.3, -0.7, 0.4], [0.9, -0.7, -0.3], [0.4, 0.3, 0.2], [0.1, -0.1, -0.1], [-0.3, 0.1, 0.1], [0.2, 0.1, -0.3], [0.1, 0.2, -0.3], [0.2, -0.1, -0.6], [0.3, 0.2, -0.3], [0.0, 0.1, 0.2], [-0.1, 0.2, -0.2], [0.1, 0.0, 0.0], [0.2, 0.2, -0.1], [-0.2, 0.1, 0.6], [-0.2, 0.1, -0.7]], "s_squared": 0.761, "de_lowest_kcal_mol": 43.81, "total_charge": 2, "spin_multiplicity": 2, "energy_ha": -382.3205, "homo_ha": [-0.6186, -0.6141], "orbital_gap_ev": [8.2, 4.5]}